(1)
C3H2F3N2S2 | ωB97M-V with the def2-TZVPD basis set

Last column: Löwdin charge in e.
CARTESIAN COORDINATES (ANGSTROEM)
F (0.8237, -2.1615, 1.1444)  0.22
C (1.2621, -1.4678, 0.1221)  -0.67
F (1.0308, -2.2303, -0.9295)  0.20
F (2.6282, -1.2856, 0.1891)  0.16
N (0.5538, -0.2345, 0.0457)  -0.23
C (-0.6715, -0.2595, -0.4815)  -0.05
N (-1.3093, 0.8656, -0.3066)  0.05
C (-0.6861, 1.9013, 0.4519)  -1.07
S (-1.2937, 3.3618, 0.7144)  0.83
S (0.8922, 1.1811, 0.9416)  1.17
H (-1.1233, -1.0258, -1.1182)  0.20
H (-2.1070, 1.3553, -0.7733)  0.19

Values from the calculation:
- ΔE to the lowest compared entry with this formula, charge and spin: 0.0 kJ/mol
- Net charge: +1
- Multiplicity: 1
- SMILES: FC(F)(F)[n+]1c[nH]c(=S)s1

(2)
CHCl3S | ωB97M-V with the def2-TZVPD basis set

Last column: Löwdin charge in e.
CARTESIAN COORDINATES (ANGSTROEM)
C (0.4127, -0.0834, 0.2326)  -1.65
S (-0.1937, 1.0365, -0.9111)  0.37
Cl (-0.3826, -0.1485, 1.8515)  0.46
Cl (2.1089, 0.3588, 0.4089)  0.52
Cl (-2.1411, 0.3462, -1.2314)  0.10
H (0.1958, -1.5096, -0.3505)  0.20

Values from the calculation:
- ΔE to the lowest compared entry with this formula, charge and spin: 141.8 kJ/mol
- Multiplicity: 1

Question: ΔE to the lowest compared entry with this formula, charge and spin of number 2 (CHCl3S)?
Answer: 141.8 kJ/mol

Repeat the first record exactly.
C3H2F3N2S2 | ωB97M-V with the def2-TZVPD basis set

Last column: Löwdin charge in e.
CARTESIAN COORDINATES (ANGSTROEM)
F (0.8237, -2.1615, 1.1444)  0.22
C (1.2621, -1.4678, 0.1221)  -0.67
F (1.0308, -2.2303, -0.9295)  0.20
F (2.6282, -1.2856, 0.1891)  0.16
N (0.5538, -0.2345, 0.0457)  -0.23
C (-0.6715, -0.2595, -0.4815)  -0.05
N (-1.3093, 0.8656, -0.3066)  0.05
C (-0.6861, 1.9013, 0.4519)  -1.07
S (-1.2937, 3.3618, 0.7144)  0.83
S (0.8922, 1.1811, 0.9416)  1.17
H (-1.1233, -1.0258, -1.1182)  0.20
H (-2.1070, 1.3553, -0.7733)  0.19

Values from the calculation:
- ΔE to the lowest compared entry with this formula, charge and spin: 0.0 kJ/mol
- Net charge: +1
- Multiplicity: 1
- SMILES: FC(F)(F)[n+]1c[nH]c(=S)s1

Question: What is the formula in the first record?
Answer: C3H2F3N2S2